Formula: C4H7MgO2Tl
Source: the OMol25 dataset
Level of theory: the ωB97M-V functional and the def2-TZVPD basis

Geometry as XYZ:
```
15
Properties=species:S:1:pos:R:3:forces:R:3
H -3.17219 0.92922 0.48710 -0.13 0.47 0.74
C 2.08925 0.11484 0.00199 -0.79 0.10 -0.26
C 0.79124 -0.60332 0.01743 -0.12 -0.20 -0.03
C -0.40887 0.34113 0.14588 -0.29 1.46 0.81
C -1.73447 -0.37752 0.07076 -1.36 -0.74 -3.20
O -2.39401 -0.40889 -1.00996 1.84 -1.13 0.27
O 3.11042 -0.34769 0.49535 0.69 0.05 0.18
Mg 5.08109 0.12060 0.70662 -0.17 -0.11 0.03
Tl -4.54335 0.96638 -1.44380 0.84 -0.15 1.03
H 2.12590 1.10064 -0.49979 -0.04 -0.20 0.08
H 0.74103 -1.11605 -0.96094 0.03 0.03 0.12
H 0.80748 -1.37317 0.79940 0.06 0.10 -0.22
H -0.38056 1.13765 -0.61118 -0.06 -0.28 0.12
H -0.38890 0.83258 1.13380 0.17 -0.08 -0.26
H -1.72405 -1.31638 0.66732 -0.68 0.69 0.59
```
Forces are in eV/Å.

For the HOMO-LUMO gap (spin up / spin down), the calculation gives 0.1946 / 0.1632 Eh. As for the spin multiplicity: 2. Its electronic energy is -679.2797 hartree. The calculation puts the HOMO energy (spin up / spin down) at -9.489 / -9.489 eV. As for the total charge: +1.



Formula: C21H30ClN3O5S
Source: the OMol25 dataset
Level of theory: the ωB97M-V functional and the def2-TZVPD basis

Geometry as XYZ:
```
61
Properties=species:S:1:pos:R:3:forces:R:3
C 7.07330 0.52844 -3.46876 -0.26 0.15 0.31
C 6.71327 1.45652 -2.31787 0.36 0.20 -0.36
O 5.49252 1.06802 -1.69054 -0.30 -0.11 0.11
C 4.35938 1.47384 -2.31051 0.06 -0.12 0.07
O 4.33810 2.19950 -3.27720 0.17 0.25 -0.30
N 3.25083 0.95944 -1.72889 -0.01 -0.20 0.04
C 3.23554 0.21903 -0.48803 0.18 -0.02 0.42
C 2.61870 1.11218 0.60000 0.26 -0.42 -0.02
N 1.28697 1.49985 0.18900 0.06 0.29 -0.03
C 0.13275 0.91519 0.57122 0.14 0.41 0.32
O -0.94433 1.23660 0.09470 -0.15 0.00 0.05
C 0.18346 -0.17373 1.64191 0.25 -0.04 -0.29
N -0.90370 -1.09781 1.43900 0.16 -0.19 -1.02
C -2.21976 -0.94781 2.04640 -0.38 -0.31 0.49
C -2.53502 -2.20358 2.86498 -0.39 0.05 -0.23
C -3.96487 -2.14162 3.39284 0.23 0.01 0.29
C -4.16863 -0.88504 4.23442 -0.25 0.01 -0.25
C -3.82590 0.36221 3.42465 0.18 -0.07 0.27
C -2.38744 0.29674 2.91474 -0.07 0.06 -0.37
S -0.87429 -1.84991 -0.05107 -0.05 -0.62 0.15
O -1.19250 -3.23180 0.16605 -0.37 0.07 -0.01
O 0.40411 -1.54599 -0.64138 -0.09 0.37 -0.05
C -2.17959 -1.20814 -1.10873 0.43 -0.24 0.41
C -1.89855 -0.23955 -2.05077 0.04 0.07 -0.10
C -2.90851 0.23580 -2.86876 -0.04 -0.09 0.03
C -4.19038 -0.27670 -2.72980 0.24 -0.14 0.20
Cl -5.45537 0.31858 -3.73683 -0.19 0.09 -0.15
C -4.46864 -1.27496 -1.80615 0.02 0.08 -0.03
C -3.44994 -1.74569 -0.99645 -0.03 -0.08 -0.03
C 1.30375 2.25905 -1.05020 -0.22 0.04 -0.36
C 1.94041 1.40099 -2.15136 -0.12 0.37 -0.12
H 6.32043 0.60328 -4.24929 -0.01 0.00 -0.09
H 8.03752 0.81370 -3.87957 0.12 0.01 -0.07
H 7.12295 -0.50097 -3.12185 0.06 -0.10 0.00
H 7.46202 1.41008 -1.52401 -0.10 0.04 -0.08
H 6.61578 2.48512 -2.68005 0.07 -0.15 0.14
H 2.60343 -0.66671 -0.62092 0.15 0.06 0.08
H 4.24984 -0.07636 -0.22740 -0.13 -0.03 0.01
H 3.21467 2.02721 0.69646 -0.01 -0.12 0.07
H 2.60505 0.61023 1.56419 0.00 0.04 0.01
H 0.12298 0.26314 2.63856 0.01 -0.06 -0.05
H 1.09647 -0.76245 1.55686 0.05 0.28 0.19
H -2.94944 -0.86603 1.23091 -0.04 0.09 0.20
H -1.83243 -2.26761 3.69826 0.11 0.00 0.04
H -2.38666 -3.08062 2.23483 0.03 -0.02 0.09
H -4.17700 -3.02972 3.99068 -0.07 -0.04 -0.07
H -4.66204 -2.12932 2.55184 -0.09 -0.05 -0.06
H -5.20326 -0.83037 4.57857 0.01 0.01 0.09
H -3.52549 -0.93185 5.11609 0.01 0.00 0.09
H -4.50717 0.44511 2.57528 -0.06 0.06 -0.05
H -3.95207 1.25333 4.04284 -0.04 0.04 -0.08
H -2.15902 1.18631 2.32610 0.08 0.03 0.04
H -1.71359 0.25087 3.77343 0.08 0.01 0.05
H -0.89253 0.13058 -2.14278 0.06 0.10 -0.04
H -2.70670 0.99533 -3.60721 0.00 0.05 -0.07
H -5.46634 -1.67753 -1.72833 -0.07 -0.03 -0.01
H -3.62157 -2.54781 -0.29596 -0.10 -0.08 0.07
H 1.88730 3.17223 -0.90084 -0.03 -0.03 -0.04
H 0.27576 2.51894 -1.30422 0.15 0.04 0.02
H 1.32395 0.51256 -2.32385 -0.02 0.08 -0.04
H 2.05152 1.96971 -3.07526 -0.08 -0.10 0.09
```
Forces are in eV/Å.

For the HOMO-LUMO gap, the calculation gives 0.3487 Eh. Its SMILES is CCOC(=O)N1CCN(C(=O)CN(C2CCCCC2)S(=O)(=O)c2ccc(Cl)cc2)CC1. Its electronic energy is -2217.1063 hartree. The calculation puts the HOMO energy at -8.948 eV. As for the total charge: 0.



Formula: C11H10N2
Source: the OMol25 dataset
Level of theory: the ωB97M-V functional and the def2-TZVPD basis

Geometry as XYZ:
```
23
Properties=species:S:1:pos:R:3:forces:R:3
C -1.16727 -2.87455 0.16768 1.24 2.53 -3.38
C -1.11815 -1.69916 -0.76533 -1.69 -5.77 3.56
C -0.13702 -0.66905 -0.48488 0.66 2.29 1.22
C 1.28897 -0.90248 -0.47130 -2.63 -1.33 -1.83
N 1.69484 -2.10342 -1.00705 -1.51 -4.50 -3.05
C 2.14579 -0.03537 0.09710 3.11 -2.08 1.54
C 1.74712 1.24766 0.46286 8.24 -0.51 0.00
C 0.52231 1.62719 0.32962 -7.22 0.26 0.32
C 0.13067 2.97303 0.79246 1.83 0.73 -0.63
N -1.01845 3.60941 0.84821 0.21 -3.86 -1.22
C -1.96971 2.57179 0.46959 -2.68 1.13 1.79
C -1.86133 1.26556 0.24864 0.57 -3.91 -0.74
C -0.51797 0.58847 0.03395 -0.25 2.50 -0.18
H -0.17497 -2.90268 0.73598 -1.89 -0.27 -0.16
H -1.86159 -3.84655 0.15800 1.52 2.67 -0.23
H -1.88932 -1.63778 -1.53720 0.21 0.36 0.29
H 2.48015 -2.44289 -1.66718 -1.15 2.15 2.02
H 0.82651 -2.68176 -1.42732 2.46 1.87 1.64
H 3.07953 -0.76708 0.40834 -1.45 3.17 -0.79
H 2.67135 1.96621 0.64840 -2.33 -1.20 0.23
H 1.13219 3.43461 1.01945 -1.45 0.67 0.23
H -3.10126 2.57799 0.60841 1.50 2.34 0.07
H -2.90236 0.70084 0.33157 2.70 0.75 -0.69
```
Forces are in eV/Å.

For the HOMO-LUMO gap, the calculation gives 0.3092 Eh. Its SMILES is C=Cc1c(N)ccc2cnccc12. Its electronic energy is -534.4813 hartree. The relative energy (zero: lowest compared OMol25 entry of this formula, charge and spin) is 129.1 kcal per mole. The calculation puts the HOMO energy at -8.256 eV. As for the total charge: 0.



Formula: C4H8O2
Source: the OMol25 dataset
Level of theory: the ωB97M-V functional and the def2-TZVPD basis

Geometry as XYZ:
```
14
Properties=species:S:1:pos:R:3:forces:R:3
C 1.88942 0.03761 0.07123 -0.05 -0.03 0.07
C 0.54014 0.73550 0.08958 -0.01 0.39 -0.18
O 0.50273 1.88221 -0.31920 0.03 -0.31 0.14
C -0.82987 0.11715 0.48932 0.27 -0.15 -0.05
C -1.15397 -1.08479 -0.39600 0.05 -0.06 -0.07
O -1.79779 1.11455 0.32401 -0.01 0.06 -0.02
H 2.07833 -0.65771 0.89258 -0.25 0.05 -0.06
H 2.02350 -0.50597 -0.87348 -0.23 0.03 0.18
H 2.64220 0.83218 0.08030 -0.14 -0.19 0.07
H -0.84996 -0.21065 1.54247 0.38 0.12 -0.18
H -1.08753 -0.79605 -1.44980 0.01 -0.09 0.10
H -0.47470 -1.92019 -0.19728 -0.07 0.08 -0.08
H -2.18079 -1.41005 -0.20035 0.21 0.07 0.02
H -1.30172 1.86620 -0.05336 -0.20 0.03 0.07
```
Forces are in eV/Å.

For the HOMO-LUMO gap, the calculation gives 0.4122 Eh. Its SMILES is CC(=O)[C@H](C)O. Its electronic energy is -307.6831 hartree. The relative energy (zero: lowest compared OMol25 entry of this formula, charge and spin) is 18.4 kcal per mole. The calculation puts the HOMO energy at -10.332 eV. As for the total charge: 0.



Formula: C3H10N2O
Source: the OMol25 dataset
Level of theory: the ωB97M-V functional and the def2-TZVPD basis

Geometry as XYZ:
```
16
Properties=species:S:1:pos:R:3:forces:R:3
H 2.99838 0.89681 -0.64858 0.34 0.35 0.28
N 2.19417 0.95224 -0.03214 -0.43 -0.61 -0.65
C 1.19168 0.63740 -0.76428 -0.64 -0.45 -0.41
N -0.05418 0.41078 -0.27199 0.25 0.23 0.83
C -1.22799 0.01881 -1.03189 0.75 -0.71 -0.98
C -2.38316 -0.09579 -0.06850 -0.14 0.25 0.14
H 1.19228 0.44433 -1.84792 0.46 0.35 0.06
H -0.05161 0.17977 0.70760 -0.27 0.20 0.19
H -1.01677 -0.92997 -1.54777 -0.25 -0.10 0.18
H -1.35273 0.72517 -1.85235 -0.41 0.30 0.21
H -2.19776 -0.93038 0.60394 0.18 0.16 0.38
H -3.38229 -0.29157 -0.44720 0.14 0.10 -0.66
H -2.41788 0.85969 0.45370 -0.19 -0.17 0.42
O 2.48400 -1.23248 2.20449 -1.12 0.69 -0.30
H 2.03028 -0.65910 1.54128 0.97 -0.35 0.26
H 1.99358 -0.98570 3.00161 0.34 -0.25 0.05
```
Forces are in eV/Å.

For the HOMO-LUMO gap, the calculation gives 0.3669 Eh. Its SMILES is [H]/N=C/NCC.O. Its electronic energy is -305.0361 hartree. The relative energy (zero: lowest compared OMol25 entry of this formula, charge and spin) is 24.2 kcal per mole. The calculation puts the HOMO energy at -9.117 eV. As for the total charge: 0.



Formula: C5H8O2
Source: the OMol25 dataset
Level of theory: the ωB97M-V functional and the def2-TZVPD basis

Geometry as XYZ:
```
15
Properties=species:S:1:pos:R:3:forces:R:3
O -2.35958 -0.78812 -0.55373 -0.18 0.17 0.09
C -1.28232 -0.72110 0.35270 0.47 0.08 0.30
C 0.05144 -0.91587 -0.33372 0.93 -0.63 -0.23
C 0.83517 0.36684 0.30733 -1.75 -0.97 0.19
O 1.62662 0.03498 1.40742 0.30 0.07 -0.07
C 1.34308 1.23254 -0.65651 0.73 0.87 -0.73
C -0.65937 0.61022 0.62021 -0.29 0.84 0.30
H -3.14764 -0.44708 -0.11355 0.08 -0.07 -0.08
H -1.44743 -1.35582 1.23132 0.03 0.09 -0.17
H 0.65274 -1.75308 0.02258 -0.18 -0.17 -0.21
H -0.02612 -0.86141 -1.41655 -0.01 -0.09 0.09
H 2.51084 -0.12130 1.04530 -0.06 0.00 0.23
H 2.09005 1.98400 -0.41050 -0.10 -0.12 0.01
H 0.91933 1.25110 -1.65241 0.02 -0.02 0.13
H -1.10108 1.47683 0.12500 0.01 -0.04 0.15
```
Forces are in eV/Å.

For the HOMO-LUMO gap (spin up / spin down), the calculation gives 0.2968 / 0.2801 Eh. Its electronic energy is -345.6173 hartree. The relative energy (zero: lowest compared OMol25 entry of this formula, charge and spin) is 117.8 kcal per mole. The calculation puts the HOMO energy (spin up / spin down) at -8.014 / -7.761 eV. As for the total charge: 0.